Entry 1:
Here is 2 unconnected molecules or ions with the total composition C25H15F4O6S2 in a non-equilibrium geometry from the Open Molecules 2025 dataset. Energies are from ωB97M-V/def2-TZVPD.

XYZ file:
```
52
Properties=species:S:1:pos:R:3
F -0.322 2.654 3.957
C -0.922 1.471 3.764
C -1.683 1.257 2.657
F -2.139 2.342 1.985
C -2.350 0.001 2.377
O -2.751 -0.333 1.254
C -2.549 -0.779 3.595
F -3.527 -1.702 3.577
C -1.825 -0.567 4.716
F -2.074 -1.237 5.851
C -0.779 0.451 4.794
O 0.102 0.469 5.667
C 1.132 -3.900 1.348
C 0.189 -3.892 0.314
C -0.414 -2.706 -0.059
C 0.040 -1.460 0.449
C -0.271 -0.254 -0.264
S 0.592 1.237 0.091
C -0.527 2.458 -0.574
C -0.009 3.662 -1.042
C -0.900 4.611 -1.544
C -2.275 4.368 -1.529
C -2.769 3.152 -1.047
C -1.881 2.183 -0.598
O 0.673 1.480 1.516
O 1.818 1.282 -0.671
S -0.350 -0.482 -2.059
C 1.285 -0.904 -2.719
C 2.151 0.121 -3.093
C 3.446 -0.171 -3.523
C 3.852 -1.505 -3.632
C 2.928 -2.534 -3.416
C 1.629 -2.233 -2.990
O -1.230 -1.577 -2.401
O -0.613 0.800 -2.678
C 0.892 -1.503 1.587
C 1.405 -2.713 2.041
H 1.627 -4.828 1.639
H -0.072 -4.808 -0.214
H -1.210 -2.730 -0.794
H 1.070 3.801 -1.051
H -0.503 5.540 -1.952
H -2.972 5.126 -1.891
H -3.837 2.931 -1.019
H -2.247 1.220 -0.237
H 1.828 1.156 -3.033
H 4.122 0.652 -3.767
H 4.877 -1.738 -3.926
H 3.213 -3.577 -3.585
H 0.894 -3.022 -2.844
H 1.183 -0.562 2.054
H 2.050 -2.706 2.921
```

The net charge is -1. As for the HOMO-LUMO gap: 4.33 eV. The calculation puts the HOMO energy at -4.2 eV.

Atomic partial charges in e from the natural (NBO) method, atoms 1 to 5: atom 1 (F): -0.2756, atom 2 (C): 0.2850, atom 3 (C): 0.3335, atom 4 (F): -0.2875, atom 5 (C): 0.3803


Entry 2:
Here is a molecular structure, C42H43As2N6O3SSeTb in a non-equilibrium geometry from the Open Molecules 2025 dataset. Energies are from ωB97M-V/def2-TZVPD.

XYZ file:
```
99
Properties=species:S:1:pos:R:3
Tb 0.650 -0.175 0.569
C 1.396 3.586 3.028
As 2.116 2.604 1.498
C 4.011 2.934 1.796
C 1.849 3.923 0.094
C 1.741 5.250 0.402
C 1.222 6.214 -0.515
C 0.937 5.832 -1.781
C 1.215 4.531 -2.165
C 1.584 3.551 -1.231
As 1.806 1.662 -1.692
C 3.699 1.618 -1.550
C 1.566 1.668 -3.600
H 1.279 2.998 3.931
H 0.440 4.027 2.674
H 2.008 4.472 3.231
H 4.204 3.987 1.721
H 4.619 2.455 1.033
H 4.293 2.539 2.756
H 1.951 5.584 1.407
H 1.108 7.245 -0.224
H 0.467 6.535 -2.460
H 1.085 4.234 -3.203
H 4.272 2.036 -2.420
H 3.982 0.529 -1.339
H 3.940 2.243 -0.713
H 1.800 2.643 -4.074
H 0.522 1.406 -3.841
H 2.271 0.933 -3.978
O -1.261 0.647 4.386
C -0.965 0.685 3.203
O -0.118 -0.116 2.610
C -1.499 1.797 2.262
C -2.364 2.803 2.710
C -2.716 3.794 1.852
C -2.187 3.832 0.559
C -1.338 2.793 0.163
N -0.975 1.797 1.012
H -2.733 2.745 3.735
H -3.388 4.565 2.229
H -2.406 4.623 -0.181
H -1.019 2.712 -0.831
Se 1.874 -5.534 6.210
N 0.471 -4.971 5.229
C 1.003 -4.165 4.314
C 0.203 -3.579 3.280
C -1.154 -3.918 3.215
C -1.871 -3.613 2.064
C -1.223 -2.852 1.063
N 0.064 -2.497 1.174
C 0.808 -2.914 2.228
C 2.232 -2.534 2.325
N 2.566 -1.444 1.610
C 3.803 -0.940 1.746
C 4.710 -1.557 2.595
C 4.356 -2.631 3.370
C 3.031 -3.092 3.254
C 2.445 -4.037 4.267
N 3.097 -4.604 5.250
H -1.627 -4.522 3.995
H -2.852 -4.021 1.881
H -1.686 -2.550 0.118
H 4.025 -0.068 1.176
H 5.753 -1.114 2.648
H 4.992 -3.067 4.111
N 2.057 -1.478 -1.466
H 2.448 -2.231 -0.870
H 2.793 -1.182 -2.154
H 1.260 -1.901 -1.921
O -1.108 -0.603 -0.923
S -1.564 -0.134 -2.322
C -2.320 -1.624 -3.092
C -1.197 -2.647 -3.221
C -1.045 -3.648 -2.265
C -0.115 -4.661 -2.428
C 0.764 -4.588 -3.511
C 0.562 -3.598 -4.509
C -0.398 -2.614 -4.345
C -3.048 0.860 -2.130
C -4.323 0.178 -1.777
C -5.256 -0.049 -2.750
C -6.364 -0.900 -2.546
C -6.504 -1.564 -1.345
C -5.548 -1.331 -0.356
C -4.484 -0.488 -0.541
H -2.885 -1.312 -3.986
H -3.083 -1.925 -2.376
H -1.823 -3.759 -1.517
H -0.027 -5.523 -1.755
H 1.468 -5.371 -3.720
H 1.155 -3.742 -5.433
H -0.489 -1.864 -5.106
H -3.148 1.321 -3.128
H -2.766 1.677 -1.426
H -5.154 0.417 -3.711
H -7.051 -1.076 -3.377
H -7.375 -2.164 -1.080
H -5.724 -1.725 0.631
H -3.791 -0.268 0.269
```

The relative energy (zero: lowest compared OMol25 entry of this formula, charge and spin) is 47.93 kcal/mol. The multiplicity is 7. The net charge is +2. As for the HOMO-LUMO gap (alpha / beta): 7.88 / 8.16 eV. The calculation puts the HOMO energy (alpha / beta) at -13.3 / -13.3 eV.

Atomic partial charges in e from the Löwdin method, atoms 1 to 5: atom 1 (Tb): 1.3831, atom 2 (C): -0.2615, atom 3 (As): 1.1282, atom 4 (C): -0.2832, atom 5 (C): -0.4511


Entry 3:
Here is 2 unconnected molecules or ions with the total composition CH3ClN2 in a non-equilibrium geometry from the Open Molecules 2025 dataset. Energies are from ωB97M-V/def2-TZVPD.

XYZ file:
```
7
Properties=species:S:1:pos:R:3
N -0.879 -1.178 -0.245
C 0.256 -0.863 0.011
N 1.310 -0.331 0.162
Cl 2.081 1.129 -0.166
H -1.543 -1.744 0.249
H -0.265 1.476 0.118
H -0.959 1.511 -0.128
```

The relative energy (zero: lowest compared OMol25 entry of this formula, charge and spin) is 98.12 kcal/mol. Its structure (SMILES) is N=C=NCl.[H][H]. The net charge is 0. As for the HOMO-LUMO gap: 9.43 eV. The calculation puts the HOMO energy at -9.6 eV.

Atomic partial charges in e from the natural (NBO) method, atoms 1 to 5: atom 1 (N): -0.7275, atom 2 (C): 0.6756, atom 3 (N): -0.5845, atom 4 (Cl): 0.2317, atom 5 (H): 0.4174